Record 1
Formula: C33H94O39P6S5
Source: the Open Molecules 2025 dataset
Level of theory: wB97M-V/def2-TZVPD

```
177
Properties=species:S:1:pos:R:3:lowdin_charge:R:1
C -5.8948 1.8835 7.2314 -0.054
C -5.4132 1.4009 5.7822 -0.220
O -4.1949 2.0575 5.3788 -0.290
S -2.7988 1.2072 5.3940 0.658
C -1.6842 2.7079 5.0136 -0.059
O -2.6869 0.6890 6.7488 -0.302
O -2.8103 0.3546 4.2168 -0.312
H -6.0262 2.9621 7.3171 0.066
H -5.2196 1.5834 8.0327 0.064
H -6.8579 1.5478 7.6159 0.066
H -5.3280 0.3143 5.7707 0.103
H -6.1587 1.6004 5.0125 0.116
H -0.6469 2.3831 4.9320 0.065
H -1.8186 3.4025 5.8428 0.064
H -2.1784 3.0474 4.1033 0.062
C 4.1127 -3.6256 1.7043 -0.060
C 5.0619 -2.9133 0.7198 -0.259
O 5.6787 -1.7561 1.3757 -0.295
S 5.8410 -0.2113 0.7045 0.686
C 7.0118 -0.7267 -0.5804 -0.108
O 4.5884 0.1574 0.0838 -0.297
O 6.5476 0.6367 1.6706 -0.297
H 3.5587 -2.9041 2.3049 0.065
H 4.6566 -4.1730 2.4741 0.080
H 3.5035 -4.1865 0.9956 0.065
H 5.7615 -3.6939 0.4210 0.100
H 4.6082 -2.6018 -0.2210 0.081
H 8.0171 -0.3584 -0.3758 0.066
H 6.6372 -0.3101 -1.5154 0.066
H 7.1551 -1.8062 -0.6270 0.064
C 0.5238 -4.1513 4.0917 -0.044
C -0.9010 -3.7052 3.8228 -0.313
O -1.8336 -4.5830 4.4192 -0.263
S -3.4297 -4.1787 4.4086 0.721
C -3.3758 -2.9201 5.7721 -0.096
O -3.7576 -3.4051 3.1845 -0.328
O -4.1818 -5.4145 4.7319 -0.293
H 0.6034 -4.1084 5.1780 0.081
H 1.4139 -3.8194 3.5573 0.073
H 0.4744 -5.2256 3.9139 0.081
H -1.0315 -2.6553 4.0852 0.104
H -1.1002 -3.8020 2.7555 0.115
H -2.8712 -2.0021 5.4708 0.032
H -2.7959 -3.3902 6.5663 0.067
H -4.3410 -2.6739 6.2147 0.070
C 2.2240 2.7133 1.0541 -0.072
C 1.7505 1.3367 1.2373 -0.284
O 0.9430 0.9619 0.0848 -0.283
S 0.3437 -0.5835 -0.0526 0.723
C -0.6778 -0.5848 1.5929 -0.062
O -0.4570 -0.6062 -1.2643 -0.302
O 1.5161 -1.4829 0.1514 -0.324
H 1.3303 3.3369 1.0294 0.082
H 2.8085 2.7042 0.1341 0.079
H 2.9191 3.1237 1.7866 0.092
H 2.6074 0.6872 1.4163 0.098
H 1.1035 1.1593 2.0963 0.100
H -0.1172 -1.0508 2.4033 0.055
H -1.5334 -1.2245 1.3766 0.043
H -1.0651 0.3858 1.9028 0.059
C 3.5112 5.8329 0.0299 -0.037
C 2.7210 6.6041 1.1223 -0.315
O 1.6972 5.8076 1.6415 -0.282
S 0.1819 6.6096 1.9280 0.769
C 0.5250 7.7678 3.4185 -0.080
O -0.0242 7.4963 0.7440 -0.327
O -0.8250 5.6009 2.3249 -0.325
H 2.8158 5.1211 -0.4148 0.070
H 4.5215 5.5196 0.2929 0.070
H 3.6498 6.6301 -0.7005 0.077
H 3.4774 6.8404 1.8706 0.078
H 2.3234 7.5688 0.8071 0.109
H -0.5140 8.0373 3.6081 0.054
H 1.1354 8.6440 3.1998 0.064
H 0.9171 7.2865 4.3144 0.028
C -0.6236 4.9507 -5.6815 -0.110
O 0.2591 3.9507 -6.1483 -0.244
P 1.5402 3.6829 -5.1629 0.517
O 2.4292 4.8960 -4.8353 -0.287
O 0.8065 3.1235 -3.8872 -0.209
C 1.4208 2.3619 -2.8670 -0.078
O 2.3426 2.3491 -5.7628 -0.233
C 3.0020 2.3043 -6.9886 -0.140
H -1.6485 4.5876 -5.6058 0.088
H -0.7126 5.5952 -6.5561 0.094
H -0.2500 5.3540 -4.7403 0.087
H 0.6270 1.7867 -2.3904 0.074
H 1.8182 3.0066 -2.0830 0.078
H 2.1907 1.6754 -3.2191 0.095
H 3.1559 3.2999 -7.4048 0.088
H 2.6451 1.5383 -7.6770 0.093
H 4.0639 2.1589 -6.7903 0.085
C -2.7631 -0.0979 -3.4524 -0.072
O -2.8205 0.8881 -4.4868 -0.225
P -3.9529 0.9454 -5.6253 0.458
O -5.2710 1.4472 -5.2235 -0.239
O -3.1250 1.8691 -6.7198 -0.225
C -2.0809 1.4425 -7.5427 -0.125
O -4.0347 -0.5145 -6.3271 -0.243
C -5.1845 -1.4015 -6.2456 -0.069
H -3.2173 0.2014 -2.5078 0.101
H -1.7046 -0.2097 -3.2173 0.058
H -2.9331 -1.0462 -3.9622 0.088
H -1.9876 0.3585 -7.6074 0.084
H -1.2093 2.0149 -7.2251 0.078
H -2.2789 1.6747 -8.5891 0.085
H -6.0702 -0.8869 -5.8731 0.077
H -5.0605 -2.3173 -5.6676 0.061
H -5.2600 -1.7299 -7.2822 0.089
C -6.5066 -1.8884 1.4645 -0.159
O -6.5136 -2.9772 0.6202 -0.204
P -5.9927 -2.6966 -0.9310 0.436
O -6.1460 -3.8255 -1.8122 -0.212
O -6.7812 -1.3540 -1.3743 -0.216
C -7.3504 -1.3839 -2.7158 -0.078
O -4.4603 -2.2355 -0.8202 -0.225
C -3.4186 -2.9982 -0.2724 -0.097
H -5.7595 -1.1879 1.0915 0.086
H -6.1531 -2.2803 2.4182 0.075
H -7.4870 -1.4804 1.7103 0.091
H -8.3717 -1.7506 -2.6129 0.097
H -6.7165 -1.9577 -3.3918 0.063
H -7.2326 -0.4549 -3.2736 0.083
H -2.4097 -2.7008 -0.5582 0.080
H -3.7207 -3.9760 -0.6478 0.074
H -3.3928 -3.1218 0.8102 0.065
C -3.6061 -5.1131 -4.7189 -0.078
O -3.3625 -5.0432 -3.3102 -0.224
P -1.9630 -5.5635 -2.7439 0.416
O -1.7052 -5.5855 -1.2695 -0.238
O -1.8086 -6.9463 -3.4884 -0.214
C -2.6084 -8.0698 -3.2167 -0.106
O -1.0679 -4.4601 -3.4467 -0.192
C 0.0631 -3.9484 -2.9027 -0.147
H -4.3812 -4.3607 -4.8648 0.069
H -4.2998 -5.9397 -4.8723 0.092
H -2.7105 -4.9453 -5.3172 0.100
H -3.2060 -8.3647 -4.0793 0.094
H -3.0769 -8.0857 -2.2326 0.100
H -1.9492 -8.9231 -3.0570 0.083
H 0.4638 -4.5170 -2.0636 0.080
H -0.0822 -2.9258 -2.5545 0.081
H 0.7432 -3.9195 -3.7541 0.095
C 5.7299 9.0693 6.4173 -0.132
O 5.7520 7.8562 5.7073 -0.223
P 4.2958 7.1110 5.3937 0.457
O 3.3882 7.9766 4.6227 -0.231
O 4.7128 5.7540 4.6700 -0.200
C 5.3194 5.7819 3.3699 -0.089
O 3.8247 6.4990 6.8136 -0.200
C 2.4476 6.1614 7.0072 -0.097
H 6.4496 9.0063 7.2334 0.087
H 4.7609 9.4335 6.7588 0.092
H 6.2458 9.7715 5.7624 0.089
H 5.4100 6.8267 3.0730 0.080
H 4.8377 5.2266 2.5651 0.076
H 6.3813 5.5555 3.4650 0.097
H 2.3893 5.1047 7.2683 0.090
H 1.8432 6.2364 6.1032 0.063
H 1.8960 6.6883 7.7858 0.092
C 1.9809 -7.2346 -1.4368 -0.153
O 2.3883 -6.2107 -2.2204 -0.229
P 3.9578 -5.6651 -2.2660 0.514
O 4.6751 -5.3324 -1.0569 -0.194
O 4.8520 -6.6523 -3.2342 -0.195
C 4.4609 -7.1640 -4.4761 -0.136
O 3.6983 -4.3139 -3.1324 -0.200
C 3.1760 -3.2136 -2.4529 -0.154
H 1.3581 -6.9680 -0.5829 0.098
H 2.8587 -7.7545 -1.0531 0.089
H 1.4368 -7.9409 -2.0638 0.094
H 3.6234 -6.7469 -5.0353 0.094
H 4.0008 -8.1403 -4.3240 0.079
H 5.2863 -7.4688 -5.1194 0.092
H 2.7450 -3.4004 -1.4693 0.079
H 2.5163 -2.5727 -3.0378 0.089
H 3.9307 -2.4341 -2.3485 0.085
```

- E_LUMO (eV) = -0.1
- net charge = 0
- electronic energy (eV) = -225510.547
- structure (SMILES) = CCOS(C)(=O)=O.CCOS(C)(=O)=O.CCOS(C)(=O)=O.CCOS(C)(=O)=O.CCOS(C)(=O)=O.COP(=O)(OC)OC.COP(=O)(OC)OC.COP(=O)(OC)OC.COP(=O)(OC)OC.COP(=O)(OC)OC.COP(=O)(OC)OC

***

Record 2
Formula: C38H43AsAuGeO2S2
Source: the Open Molecules 2025 dataset
Level of theory: wB97M-V/def2-TZVPD

```
88
Properties=species:S:1:pos:R:3:lowdin_charge:R:1
Au 0.1258 0.0664 -0.1770 0.552
S 2.4600 0.2787 -0.1850 0.521
C 2.6511 1.9385 -0.7123 -0.722
C 3.8051 2.1968 -1.4782 -0.158
C 4.0954 3.4410 -1.9956 -0.116
C 3.2267 4.5007 -1.7642 -0.119
C 2.1039 4.2841 -0.9814 -0.136
C 1.7954 3.0316 -0.4407 -0.391
As 0.5051 2.9508 1.0853 1.371
C -1.3450 2.5679 0.4758 -0.364
C -1.8191 2.0560 -0.7932 -0.354
C -3.2198 2.2339 -1.0799 -0.092
C -4.1293 2.5512 -0.1032 -0.081
C -3.6314 2.8069 1.1790 -0.038
C -2.2775 2.8318 1.4684 -0.123
C 0.0678 4.8958 1.1224 -0.412
C 0.6422 5.6205 2.1596 -0.126
C 0.4140 6.9871 2.2983 -0.099
C -0.4082 7.6444 1.3976 -0.108
C -1.0005 6.9289 0.3620 -0.094
C -0.7651 5.5693 0.2280 -0.121
H 4.4665 1.3610 -1.6730 0.082
H 4.9931 3.5802 -2.5871 0.092
H 3.4200 5.4864 -2.1691 0.088
H 1.4635 5.1316 -0.7926 0.073
H -1.1433 2.2435 -1.6227 0.130
H -3.5486 2.0173 -2.0886 0.100
H -5.1901 2.5810 -0.3057 0.101
H -4.3339 3.0142 1.9801 0.108
H -1.9469 3.0828 2.4674 0.108
H 1.2830 5.1150 2.8738 0.090
H 0.8776 7.5304 3.1125 0.095
H -0.5909 8.7068 1.5000 0.093
H -1.6476 7.4342 -0.3449 0.096
H -1.2297 5.0309 -0.5918 0.106
C -1.4934 -1.8978 2.4472 -0.074
C -0.5891 -0.7838 3.0073 -0.812
C -1.0630 -0.4487 4.4332 -0.072
C 0.8532 -1.3200 3.0781 -0.076
O -0.6424 0.3358 2.2222 -0.343
H -1.5171 -2.7958 3.0785 0.070
H -1.1371 -2.1847 1.4524 0.034
H -2.5139 -1.5182 2.3435 0.072
H -0.9954 -1.2997 5.1220 0.064
H -2.1033 -0.1132 4.3992 0.066
H -0.4577 0.3697 4.8302 0.070
H 0.9598 -2.1814 3.7529 0.067
H 1.5234 -0.5245 3.4093 0.076
H 1.1813 -1.6158 2.0754 0.027
C -2.6849 -2.5798 -1.4143 -0.201
Ge -2.8313 -0.7120 -1.9407 0.742
C -2.0752 -0.4092 -3.7051 -0.218
C -4.7930 -0.4783 -2.0879 -0.229
C -1.9409 0.3754 -0.6085 -0.346
H -3.6431 -3.0653 -1.6069 0.015
H -2.4638 -2.6650 -0.3490 0.006
H -1.8922 -3.0766 -1.9679 -0.004
H -2.4825 -1.1301 -4.4161 0.015
H -0.9939 -0.5400 -3.6491 0.014
H -2.2914 0.5970 -4.0718 0.010
H -5.1462 -0.9780 -2.9934 0.012
H -5.1380 0.5552 -2.1161 -0.010
H -5.2640 -0.9652 -1.2311 0.015
H -2.4793 0.2646 0.3378 0.039
O 0.5500 -2.8532 -2.3469 -0.525
S 1.0036 -2.9916 -0.9267 0.913
C 0.7168 -4.7008 -0.4744 -0.365
C 0.5144 -5.6414 -1.4720 -0.064
C 0.2470 -6.9535 -1.1127 -0.083
C 0.1730 -7.3123 0.2281 -0.095
C 0.3530 -6.3547 1.2164 -0.080
C 0.6144 -5.0362 0.8669 -0.081
C 2.7924 -3.0570 -1.0023 -0.398
C 3.5258 -3.2650 0.1573 -0.089
C 4.9079 -3.2190 0.0980 -0.081
C 5.5435 -2.9555 -1.1105 -0.092
C 4.7936 -2.7356 -2.2552 -0.080
C 3.4054 -2.7773 -2.2080 -0.077
H 0.5576 -5.3238 -2.5059 0.110
H 0.0895 -7.6981 -1.8831 0.099
H -0.0437 -8.3366 0.5036 0.096
H 0.2689 -6.6237 2.2615 0.102
H 0.7142 -4.2712 1.6291 0.100
H 3.0255 -3.4399 1.1017 0.104
H 5.4884 -3.3716 0.9987 0.101
H 6.6240 -2.9047 -1.1503 0.096
H 5.2880 -2.5109 -3.1921 0.100
H 2.7919 -2.5785 -3.0760 0.106
```

- E_LUMO (alpha / beta) (eV) = 1.4 / 1.5
- net charge = -1
- electronic energy (eV) = -186913.365

***

Record 3
Formula: C13H19AsN2O2PtS
Source: the Open Molecules 2025 dataset
Level of theory: wB97M-V/def2-TZVPD

```
39
Properties=species:S:1:pos:R:3:lowdin_charge:R:1
Pt -1.7652 0.5134 0.1832 0.895
N -2.9702 2.2566 0.6363 -0.092
C -3.0700 3.4645 -0.2329 -0.213
C -1.7579 3.6510 -0.9934 -0.103
C -1.6037 2.3108 -1.7070 -0.698
O -2.4451 1.9803 -2.5203 0.049
O -0.6627 1.5208 -1.2251 -0.290
H -3.8822 1.9592 0.9688 0.097
H -2.4387 2.5101 1.4650 0.090
H -3.3589 4.3254 0.3710 0.117
H -3.8386 3.2831 -0.9801 0.118
H -0.9231 3.8728 -0.3310 0.112
H -1.8764 4.4486 -1.7259 0.123
C 0.4699 -1.4818 -1.7925 -0.252
As -0.3458 -1.3417 -0.0501 1.051
C -1.3418 -3.0009 0.0373 -0.273
C 1.0696 -1.6273 1.2709 -0.281
C 2.3947 -1.1272 0.7784 -0.329
C 2.6819 0.2360 0.8019 -0.052
C 3.8904 0.7095 0.3153 -0.076
C 4.8291 -0.1743 -0.2005 -0.089
C 4.5507 -1.5326 -0.2286 -0.081
C 3.3389 -2.0055 0.2561 -0.057
H 0.8427 -2.4938 -1.9381 0.037
H 1.2822 -0.7658 -1.8974 0.036
H -0.3061 -1.2421 -2.5166 0.039
H -0.7214 -3.8220 -0.3198 0.035
H -2.2306 -2.9033 -0.5821 0.039
H -1.6573 -3.1927 1.0620 0.016
H 1.0765 -2.7026 1.4480 0.080
H 0.7673 -1.1293 2.1904 0.083
H 1.9483 0.9302 1.1970 0.114
H 4.0999 1.7714 0.3388 0.105
H 5.7739 0.1952 -0.5770 0.102
H 5.2785 -2.2277 -0.6278 0.104
H 3.1265 -3.0687 0.2319 0.113
S -4.0451 -2.3486 3.1728 0.523
C -3.3452 -1.2674 2.2119 -0.993
N -2.8348 -0.4835 1.5091 -0.196
```

- E_LUMO (eV) = 0.1
- net charge = 0
- electronic energy (eV) = -95786.351

***

Q: What is the formula in the second record?
A: C38H43AsAuGeO2S2

***

Q: Among the records above, which one has the lowest electronic energy?
A: C33H94O39P6S5

***

Q: The lowest net charge belongs to which entry?
A: C38H43AsAuGeO2S2

***

Q: Look up the net charge of the third one.
A: 0